1.
The following is a quantum chemistry calculation of a cluster of 14 separate species, C84H210N14 in total at a distorted geometry, from the Open Molecules 2025 dataset.

Properties
strongest force on any atom = 4.371 eV Å⁻¹
charge = 0
E_tot = -111361.171 eV
orbital gap = 8.3 eV

Structure (XYZ):
```
308
C84H210N14, DFT ωB97M-V with the def2-TZVPD basis set
N 27.179 1.333 -14.829
N 29.007 -3.415 -7.336
N 21.328 5.367 -7.779
N 27.824 -5.088 -14.423
N 20.221 -6.441 -12.010
N 21.459 -0.824 -6.031
N 23.815 -1.257 -11.267
N 21.180 -2.374 -17.904
N 26.101 1.867 -6.511
N 18.259 4.243 -16.855
N 23.608 -8.676 -9.850
N 18.558 -0.690 -12.139
N 23.623 -8.581 -16.157
N 24.530 6.790 -13.300
C 25.475 7.579 -14.285
C 26.839 -4.950 -12.105
C 18.628 -6.062 -13.940
C 21.950 -9.320 -7.905
C 24.318 -8.508 -14.838
C 22.462 -9.388 -16.042
C 21.971 6.543 -7.151
C 28.412 0.689 -15.232
C 25.067 -9.977 -11.253
C 25.835 0.902 -16.952
C 24.454 -7.677 -9.079
C 19.161 6.625 -17.426
C 24.928 3.794 -5.449
C 23.926 -1.302 -12.727
C 20.096 -2.625 -16.883
C 20.029 -0.813 -5.538
C 31.032 -2.060 -7.345
C 21.689 -0.985 -17.940
C 28.009 1.996 -8.217
C 23.460 6.026 -13.972
C 28.892 -0.391 -14.302
C 20.391 -4.255 -10.985
C 25.213 0.742 -10.667
C 27.689 -3.699 -14.991
C 20.697 4.536 -5.381
C 20.045 -6.082 -13.433
C 20.886 5.579 -9.160
C 19.443 -4.013 -17.080
C 19.794 0.234 -14.139
C 21.323 1.405 -7.012
C 17.091 -0.798 -12.413
C 18.117 5.707 -16.726
C 23.012 7.183 -7.899
C 27.116 -0.232 -5.648
C 27.973 3.660 -14.296
C 19.908 -1.524 -4.157
C 24.041 4.784 -14.725
C 27.357 2.336 -13.762
C 23.672 -6.333 -8.737
C 24.726 8.409 -15.367
C 19.572 3.892 -14.710
C 21.673 -3.231 -6.939
C 19.730 -7.814 -11.799
C 20.362 4.676 -6.838
C 16.545 -2.086 -12.994
C 25.451 2.337 -5.286
C 20.666 0.111 -18.133
C 21.607 -8.913 -17.186
C 28.853 -5.864 -15.009
C 19.908 4.595 -9.687
C 24.066 -9.979 -10.149
C 18.424 0.461 -9.920
C 19.008 0.439 -11.300
C 27.349 2.509 -6.869
C 23.391 -2.658 -13.273
C 21.836 -0.019 -7.202
C 28.724 -2.353 -9.661
C 19.725 -5.646 -10.880
C 24.509 -9.092 -17.243
C 24.428 -2.256 -8.985
C 26.487 1.889 -16.014
C 20.246 -8.970 -12.722
C 23.259 -3.539 -18.711
C 24.610 -2.254 -10.522
C 19.399 -0.947 -13.335
C 24.743 -8.010 -18.361
C 22.164 -8.701 -9.315
C 25.366 5.966 -12.396
C 28.857 -5.867 -16.537
C 27.226 -4.056 -5.649
C 19.475 3.709 -16.231
C 28.265 -3.386 -8.608
C 30.474 -3.418 -7.505
C 24.524 5.056 -11.404
C 26.325 -3.755 -15.792
C 23.892 0.128 -10.816
C 22.143 -2.106 -6.027
C 25.612 -7.635 -14.904
C 16.717 3.810 -18.921
C 22.357 -3.259 -17.530
C 28.108 -5.090 -12.953
C 26.118 0.433 -6.591
C 28.495 -4.405 -6.379
C 18.192 3.592 -18.211
H 19.010 3.996 -18.807
H 26.503 0.188 -17.435
H 23.881 5.603 -10.715
H 25.306 4.597 -10.799
H 17.088 5.919 -17.017
H 18.756 3.338 -14.248
H 30.969 -1.902 -6.269
H 17.987 5.959 -15.674
H 24.366 -5.784 -8.100
H 22.473 -0.864 -18.688
H 23.552 7.923 -7.308
H 21.139 7.154 -6.801
H 20.928 -9.638 -7.699
H 23.162 -1.819 -6.288
H 16.609 4.893 -18.966
H 16.007 3.344 -18.237
H 23.372 -2.049 -8.813
H 19.662 2.646 -16.388
H 19.804 -9.786 -12.151
H 18.427 2.530 -18.281
H 26.761 -0.563 -4.672
H 15.460 -2.062 -12.890
H 21.978 -9.287 -15.071
H 25.205 -8.403 -19.266
H 21.438 -2.932 -7.961
H 23.628 6.426 -8.384
H 23.927 8.937 -14.845
H 20.639 5.506 -4.887
H 22.901 -2.756 -16.730
H 22.525 -3.908 -6.997
H 18.973 0.795 -14.583
H 28.013 -0.864 -13.863
H 26.197 0.138 -7.637
H 25.253 0.109 -16.482
H 26.288 2.358 -4.589
H 20.273 3.573 -9.587
H 24.565 -9.433 -12.054
H 26.135 8.226 -13.708
H 23.597 -8.140 -14.108
H 29.443 -1.053 -14.971
H 25.705 2.550 -15.639
H 20.137 -0.019 -19.077
H 19.252 6.517 -18.507
H 26.448 -4.131 -6.408
H 21.723 4.203 -5.224
H 22.613 -10.467 -16.080
H 22.068 -4.139 -16.954
H 21.473 -0.495 -8.113
H 25.314 -10.996 -11.550
H 27.369 4.192 -15.031
H 19.387 -1.226 -6.317
H 22.640 5.818 -13.284
H 20.563 -3.869 -9.981
H 29.783 -2.404 -9.913
H 27.369 -3.081 -5.183
H 23.189 -10.488 -10.549
H 21.961 2.105 -7.551
H 26.000 6.671 -11.858
H 27.530 -2.905 -14.261
H 22.900 -0.040 -7.439
H 26.307 -8.016 -14.156
H 20.278 -1.506 -13.016
H 20.287 -0.277 -14.966
H 27.406 -1.193 -6.073
H 22.330 -8.626 -7.155
H 20.510 -1.162 -3.325
H 16.716 0.077 -12.943
H 19.928 -3.457 -11.566
H 27.881 1.878 -12.924
H 27.999 -6.299 -17.052
H 18.650 -7.706 -11.900
H 21.701 -7.740 -9.536
H 29.438 -0.049 -13.423
H 20.517 0.913 -13.687
H 24.223 -3.853 -18.310
H 16.978 -2.998 -12.582
H 19.860 -8.033 -10.739
H 27.231 3.589 -6.961
H 20.396 1.572 -7.559
H 30.898 -4.030 -6.708
H 27.354 2.101 -9.082
H 21.442 -4.204 -11.270
H 19.531 4.897 -14.289
H 25.235 1.408 -17.709
H 18.849 -1.709 -13.887
H 21.130 1.086 -17.981
H 25.616 -2.154 -10.929
H 24.493 4.174 -4.525
H 20.233 -2.557 -4.284
H 21.672 -9.419 -9.971
H 25.817 0.215 -9.928
H 27.858 2.404 -5.911
H 31.952 -1.828 -7.881
H 20.376 4.140 -16.669
H 23.953 -7.303 -18.614
H 30.420 -1.261 -7.762
H 20.364 3.673 -7.265
H 24.962 -1.161 -13.033
H 18.727 1.421 -9.501
H 23.077 0.713 -11.242
H 24.033 -9.960 -17.698
H 19.386 5.115 -7.042
H 22.902 -4.351 -19.345
H 25.453 -9.490 -16.871
H 28.043 0.340 -5.600
H 24.634 1.639 -5.104
H 28.900 2.563 -8.487
H 19.963 3.901 -4.885
H 29.326 1.265 -15.373
H 24.662 -9.459 -14.431
H 19.873 4.650 -10.775
H 16.662 -2.073 -14.077
H 24.765 5.007 -15.508
H 26.105 6.866 -14.817
H 18.284 -7.075 -13.730
H 20.490 3.434 -14.342
H 18.558 1.244 -11.880
H 27.081 -4.601 -11.101
H 17.354 0.602 -10.071
H 25.897 -9.346 -10.934
H 18.875 4.554 -9.342
H 20.761 -9.550 -16.926
H 23.568 -5.832 -9.699
H 28.092 -2.669 -10.491
H 26.233 -5.855 -12.111
H 29.817 -5.472 -14.684
H 28.954 3.633 -14.769
H 25.401 -7.229 -17.979
H 23.871 4.267 -11.775
H 25.561 4.562 -5.893
H 25.099 0.074 -6.452
H 20.616 -6.747 -14.082
H 18.607 -5.895 -15.017
H 20.132 6.617 -16.931
H 27.200 2.582 -16.462
H 29.179 -4.534 -5.540
H 24.664 -8.134 -8.111
H 26.949 -4.850 -4.955
H 25.752 0.865 -11.606
H 29.776 -6.416 -16.742
H 19.599 0.176 -5.383
H 22.708 -6.221 -8.240
H 28.470 -3.428 -15.702
H 23.165 -0.603 -13.073
H 29.109 -4.884 -16.936
H 20.543 6.613 -9.185
H 22.060 -9.074 -18.164
H 24.483 -3.237 -8.514
H 22.441 6.231 -6.218
H 25.333 -6.630 -14.587
H 24.454 -10.491 -9.268
H 24.201 7.858 -16.147
H 19.210 -2.040 -17.132
H 24.354 -3.291 -10.739
H 19.660 -4.251 -18.121
H 28.403 -1.343 -9.407
H 28.716 -6.903 -14.712
H 23.607 -2.740 -19.364
H 30.872 -3.868 -8.415
H 22.529 -10.240 -7.829
H 25.008 1.689 -10.169
H 21.757 5.588 -9.815
H 22.076 -0.713 -16.959
H 18.801 7.652 -17.359
H 16.635 -0.775 -11.424
H 24.093 3.865 -6.145
H 18.642 -5.523 -10.852
H 16.632 3.597 -19.987
H 21.329 -9.091 -12.748
H 21.316 -7.874 -17.031
H 27.175 -3.406 -8.586
H 19.951 -4.772 -16.485
H 28.271 4.253 -13.431
H 26.242 -2.812 -16.334
H 24.312 3.963 -14.061
H 26.412 2.626 -13.303
H 24.029 -3.439 -12.861
H 20.097 0.464 -11.252
H 20.363 -2.368 -15.858
H 20.860 -3.758 -6.439
H 24.868 -1.501 -8.334
H 22.245 -2.480 -5.009
H 22.335 -2.794 -13.040
H 26.101 -7.630 -15.878
H 28.284 0.942 -8.203
H 25.391 -7.711 -9.635
H 28.321 0.351 -16.264
H 22.991 6.677 -14.709
H 23.444 0.136 -9.822
H 23.223 4.270 -15.231
H 26.188 5.488 -12.929
H 20.395 -5.054 -13.335
H 19.907 0.222 -17.359
H 28.611 -6.005 -12.640
H 25.280 9.227 -15.827
H 26.299 -4.142 -12.598
H 18.425 -3.997 -16.691
H 26.322 -4.490 -16.596
H 18.872 -1.492 -3.820
H 21.183 1.652 -5.960
H 28.442 -4.388 -8.999
H 28.486 -5.407 -6.809
H 19.788 -6.127 -9.903
H 19.924 -8.868 -13.758
H 22.573 7.708 -8.747
H 18.630 -0.483 -9.417
H 18.071 -5.284 -13.418
H 23.550 -2.791 -14.343
H 28.816 -4.275 -12.801
H 25.529 -3.966 -15.079
```

***

2.
The following is a quantum chemistry calculation of a structure of composition C44H52N7O4P2S2Tl at a distorted geometry, from the Open Molecules 2025 dataset.

Properties
strongest force on any atom = 1.008 eV Å⁻¹
charge = 0
E_tot = -110035.834 eV
orbital gap = 7.5 eV

Structure (XYZ):
```
112
C44H52N7O4P2S2Tl, DFT ωB97M-V with the def2-TZVPD basis set
Tl 0.200 -0.275 0.310
S 2.000 -2.781 -0.917
S 3.326 1.387 0.698
P -0.623 2.126 -1.820
P -0.120 -0.883 -3.586
O -7.800 0.075 1.648
O 3.830 2.674 0.275
O 0.951 -3.831 -1.002
O 3.143 0.389 -0.353
N -0.335 -2.004 2.636
N -0.563 1.401 2.456
N -7.005 -1.872 2.467
N -5.647 -0.403 1.186
N 2.005 1.429 1.565
N -2.503 -1.187 -0.453
N 0.426 -3.215 4.305
C -1.704 3.619 -1.665
C 3.503 -3.486 -1.658
C 0.535 4.619 3.906
C -2.572 -2.505 -0.620
C -1.614 3.408 4.059
C -6.082 -2.560 3.283
C -3.417 -4.813 5.820
C -3.686 -3.231 -0.230
C 1.567 2.510 2.282
C -1.781 1.320 2.931
C 2.321 3.633 2.608
C -4.052 -2.714 4.565
C 1.008 2.973 -1.847
C -3.510 -0.563 0.132
C -4.352 -4.014 4.952
C -0.286 3.517 3.593
C 1.808 4.664 3.406
C 0.101 0.823 -4.281
C 6.773 -0.206 3.225
C 0.211 2.463 2.777
C 0.945 -1.775 -4.805
C -0.904 -3.251 2.578
C 3.746 -4.847 -1.587
C -4.659 -1.207 0.597
C -0.440 -4.020 3.604
C -5.545 -4.569 4.500
C -2.361 2.308 3.745
C 4.395 -2.631 -2.287
C 5.826 -4.507 -2.741
C 5.547 -0.158 1.160
C 0.453 -2.011 3.682
C -1.762 -1.289 -4.340
C 2.663 -2.912 0.774
C -6.870 -0.700 1.760
C -4.746 -2.580 0.383
C 4.626 0.705 1.734
C 6.619 -0.620 1.909
C 5.845 0.654 3.797
C 4.771 1.114 3.050
C 5.564 -3.148 -2.830
C -4.902 -1.989 3.744
C -0.824 1.881 -3.659
C 4.917 -5.358 -2.123
C -6.399 -3.858 3.677
H -0.643 2.846 -4.141
H -7.324 -4.309 3.335
H -1.595 -3.517 1.796
H -5.626 -3.137 0.663
H 1.146 1.097 -4.107
H 3.523 -2.253 0.863
H 3.006 -5.493 -1.128
H 5.411 -0.456 0.129
H -1.463 4.361 -2.429
H -3.408 0.516 0.242
H -2.564 -0.849 -3.745
H -3.376 2.190 4.101
H -7.974 -2.072 2.657
H 2.934 -3.952 0.947
H -2.799 -4.164 6.441
H 7.621 -0.549 3.804
H 1.871 -2.605 1.453
H -2.752 -5.423 5.203
H 0.944 -3.480 5.122
H 5.960 0.970 4.826
H -2.022 4.207 4.668
H -2.752 3.333 -1.761
H 6.267 -2.490 -3.325
H 1.068 3.684 -2.673
H 3.320 3.714 2.205
H -0.056 0.781 -5.363
H -1.892 -2.372 -4.329
H 6.738 -4.906 -3.167
H -3.140 -2.246 4.915
H 1.808 2.239 -1.929
H 1.160 3.498 -0.903
H -1.871 1.617 -3.838
H 0.632 -1.572 -5.831
H -3.730 -4.298 -0.402
H 4.042 1.791 3.481
H -1.703 -2.975 -1.074
H 5.126 -6.418 -2.057
H 1.059 -1.178 4.005
H -2.335 0.425 2.663
H 0.889 -2.846 -4.607
H -0.640 -5.038 3.890
H 7.330 -1.303 1.462
H 0.146 5.407 4.539
H 4.171 -1.570 -2.340
H -3.972 -5.489 6.469
H 1.983 -1.462 -4.674
H -1.829 -0.928 -5.368
H -5.811 -5.577 4.799
H 2.445 5.508 3.640
H -4.647 -0.971 3.479
H -1.556 4.061 -0.678
H -5.612 0.561 0.895
```

***

- What is the charge in the second record?
  0